## i
ORCA calculation (ωB97M-V with the def2-TZVPD basis set) on one molecule with the formula C4H3N3.

```
10
Properties=species:S:1:pos:R:3:lowdin_charge:R:1
H -2.83539 0.97768 -0.02531 0.12
C -1.83914 0.58452 0.04364 -0.09
H -0.37370 2.27475 -0.03869 0.11
H -2.29491 -1.40477 -0.01839 0.12
C 1.80004 0.00678 -0.00147 -0.18
N 2.93354 -0.00332 0.04932 0.15
N -0.31535 -1.11718 -0.07877 0.10
N -1.61292 -0.73422 0.07563 -0.02
C 0.36256 0.08504 -0.04420 -0.28
C -0.57893 1.17954 -0.03811 -0.02
```

The value obtained for the orbital gap is 10.846 eV. As for the net charge: 0. The value obtained for the HOMO energy is -10.18 eV. As for the SMILES: N#Cc1cc[nH]n1.

## ii
ORCA calculation (ωB97M-V with the def2-TZVPD basis set) on a 2-piece molecular cluster, C4H3N3 overall.

```
10
Properties=species:S:1:pos:R:3:lowdin_charge:R:1
C -2.08420 -0.04802 -0.14439 0.00
N 2.25340 0.36357 0.00456 -0.11
C 0.68645 -1.29358 0.00057 -0.29
C -1.93739 1.10385 0.17537 0.00
H -1.81484 2.12295 0.47568 0.04
N 0.99030 -0.00295 0.29218 0.02
H 0.28896 0.67108 -0.01222 0.10
H -2.18660 -1.07916 -0.41488 0.04
N 0.40286 -2.39993 -0.21454 0.17
C 3.40105 0.56219 -0.16233 0.04
```

The value obtained for the orbital gap is 11.362 eV. As for the net charge: 0. The value obtained for the HOMO energy is -10.76 eV.

Which one is most stable, and which one is least stable? i is the most stable of them, while ii is the least stable.

## i
ORCA calculation (ωB97M-V with the def2-TZVPD basis set) on one molecule with the formula C4H3N3.

```
10
Properties=species:S:1:pos:R:3:lowdin_charge:R:1
N -0.47310 -0.69755 -0.27876 0.09
C 0.69084 1.03938 -0.89357 -0.14
N 0.58861 1.11106 0.46761 0.11
H 1.30804 1.72122 -1.46121 0.10
H -0.11841 -0.42106 -2.38432 0.11
C 0.03233 -0.06028 -1.37744 -0.09
N -0.62045 -0.81364 3.19117 0.15
C -0.10439 0.04758 0.80646 -0.38
H -0.87769 -1.62237 -0.25376 0.16
C -0.39630 -0.38978 2.13758 -0.13
```

The value obtained for the orbital gap is 10.139 eV. As for the net charge: 0. The value obtained for the HOMO energy is -9.54 eV. As for the SMILES: N#Cc1ncc[nH]1.

## ii
ORCA calculation (ωB97M-V with the def2-TZVPD basis set) on one molecule with the formula C4H3N3.

```
10
Properties=species:S:1:pos:R:3:lowdin_charge:R:1
N 0.30532 -0.68328 0.80418 0.11
N -2.40792 -2.13189 -1.12174 0.16
N -0.43567 0.59547 -0.89552 0.10
C -0.56350 -0.52048 -0.22949 -0.41
C -1.57733 -1.45834 -0.67543 -0.13
C 0.61083 1.24175 -0.31999 -0.19
H 0.89353 2.22241 -0.68607 0.11
H 0.21731 -1.62696 1.24213 0.16
C 1.19271 0.58887 0.71879 -0.01
H 1.78736 1.21286 1.43433 0.11
```

The value obtained for the orbital gap is 10.260 eV. As for the net charge: 0. The value obtained for the HOMO energy is -9.79 eV. As for the SMILES: N#Cc1ncc[nH]1.

## iii
ORCA calculation (ωB97M-V with the def2-TZVPD basis set) on one molecule with the formula C4H3N3.

```
10
Properties=species:S:1:pos:R:3:lowdin_charge:R:1
C 1.94657 -0.98929 0.00498 0.16
H -3.35232 1.02230 0.17069 0.14
C -1.61976 -1.42278 0.00262 0.04
N -2.76271 -0.84628 -0.01343 0.02
H 0.90051 0.79032 -0.00370 0.11
N -2.51654 0.50611 0.00608 -0.06
N -1.22787 0.79734 -0.00056 0.09
C -0.56433 -0.43613 0.01890 -0.28
C 0.85213 -0.30713 0.02591 -0.23
H 2.99460 -0.93272 -0.13658 0.02
```

The value obtained for the orbital gap (alpha / beta) is 9.077 / 7.338 eV. As for the net charge: 0. The value obtained for the HOMO energy (alpha / beta) is -9.18 / -8.81 eV.

## iv
ORCA calculation (ωB97M-V with the def2-TZVPD basis set) on one molecule with the formula C4H3N3.

```
10
Properties=species:S:1:pos:R:3:lowdin_charge:R:1
C -2.58471 0.06035 -0.22252 0.21
N 1.68483 0.81448 -0.88670 -0.01
H -0.06882 1.84978 -0.85916 0.16
H 1.00513 -1.89149 0.64082 0.10
N 2.02741 -0.34118 -0.41235 -0.01
H -1.76233 -0.37306 1.56166 0.11
C -0.12283 -0.06370 0.07644 -0.30
N 0.39331 0.99040 -0.60263 0.04
C 0.95048 -0.91499 0.18527 -0.10
C -1.52248 -0.13059 0.51917 -0.21
```

The value obtained for the orbital gap is 8.746 eV. As for the net charge: 0. The value obtained for the HOMO energy is -9.92 eV.

Which one is most stable, and which one is least stable? i is the most stable of them, while iii is the least stable.

## i
ORCA calculation (ωB97M-V with the def2-TZVPD basis set) on one molecule with the formula CHN3O2.

```
7
Properties=species:S:1:pos:R:3:lowdin_charge:R:1
H -0.71904 0.97852 1.63073 0.22
N -0.04969 0.56064 0.93614 -0.08
N 0.80994 -0.93167 -0.09670 0.10
N 0.56245 -0.40783 1.05663 0.03
C 0.01296 -0.41365 -1.02460 -0.44
O -0.20590 -0.67195 -2.19679 0.11
O -0.41072 0.88594 -0.30542 0.06
```

The value obtained for the orbital gap is 10.502 eV. As for the net charge: 0. The value obtained for the HOMO energy is -10.46 eV. As for the SMILES: O=c1nn[nH]o1.

## ii
ORCA calculation (ωB97M-V with the def2-TZVPD basis set) on one molecule with the formula CHN3O2.

```
7
Properties=species:S:1:pos:R:3:lowdin_charge:R:1
N -0.57639 -0.38180 -0.80623 0.09
O 1.48290 -0.65706 0.28938 0.14
C 0.37248 0.03615 0.12531 -0.47
N -1.56240 0.30056 -0.66665 0.06
N -0.03541 0.99364 0.85834 0.16
O -1.29685 1.13090 0.40629 -0.08
H 1.61567 -1.42239 -0.20644 0.09
```

The value obtained for the orbital gap is 11.344 eV. As for the net charge: 0. The value obtained for the HOMO energy is -10.93 eV. As for the SMILES: Oc1nnon1.

Which one is most stable, and which one is least stable? ii is the most stable of them, while i is the least stable.

## i
ORCA calculation (ωB97M-V with the def2-TZVPD basis set) on one molecule with the formula CHN3O2.

```
7
Properties=species:S:1:pos:R:3:lowdin_charge:R:1
N 0.41294 0.04733 1.31683 0.12
H -1.24708 -1.52485 -0.97924 0.27
O -0.22105 0.43295 -0.90547 0.00
C 0.49605 0.96500 0.19197 -0.50
N -0.18536 -0.97511 -0.55468 -0.04
N -0.02931 -1.05260 0.84009 0.01
O 0.77381 2.10727 0.09050 0.15
```

The value obtained for the orbital gap is 9.870 eV. As for the net charge: 0. The value obtained for the HOMO energy is -10.83 eV. As for the SMILES: O=c1nn[nH]o1.

## ii
ORCA calculation (ωB97M-V with the def2-TZVPD basis set) on one molecule with the formula CHN3O2.

```
7
Properties=species:S:1:pos:R:3:lowdin_charge:R:1
O -0.19437 -1.02515 0.08225 0.00
C -1.08113 0.13909 -0.16896 -0.42
N -0.17047 1.29278 0.01704 0.10
O -2.22373 0.09034 -0.04468 0.20
H 1.68129 -0.93655 0.37356 0.15
N 0.97274 0.90569 -0.00131 0.02
N 1.01567 -0.46620 -0.25789 -0.04
```

The value obtained for the orbital gap is 10.191 eV. As for the net charge: 0. The value obtained for the HOMO energy is -10.63 eV. As for the SMILES: O=c1nn[nH]o1.

Which one is most stable, and which one is least stable? ii is the most stable of them, while i is the least stable.

## i
ORCA calculation (ωB97M-V with the def2-TZVPD basis set) on a 2-piece molecular cluster, CH4N2O overall.

```
8
Properties=species:S:1:pos:R:3:lowdin_charge:R:1
C -0.29762 0.53133 -0.47674 -0.39
O -0.97680 1.26915 -1.32489 0.00
H -0.01052 -1.74964 2.28231 -0.02
N 0.34094 -1.81454 1.35801 0.14
H -0.70816 -0.44739 -0.20065 0.12
H 1.22237 -0.33798 0.37806 0.05
N 0.91436 0.66125 0.04849 0.16
H 0.30928 -2.73313 1.15431 -0.07
```

The value obtained for the orbital gap is 4.923 eV. As for the net charge: 0. The value obtained for the HOMO energy is -9.54 eV.

## ii
ORCA calculation (ωB97M-V with the def2-TZVPD basis set) on a 2-piece molecular cluster, CH4N2O overall.

```
8
Properties=species:S:1:pos:R:3:lowdin_charge:R:1
N -2.15581 -1.12441 0.41933 0.21
C -0.98448 -0.87209 0.34826 -0.44
H 1.39061 1.66659 -0.17783 0.08
H -2.93070 -1.29892 1.00145 0.07
N 0.28668 1.70237 -0.30689 -0.08
H -0.57587 1.17041 -0.15905 -0.04
H 0.09917 2.55570 0.43020 0.06
O 0.16168 -0.73019 0.30916 0.12
```

The value obtained for the orbital gap is 9.866 eV. As for the net charge: 0. The value obtained for the HOMO energy is -9.19 eV. As for the SMILES: N=C=O.N.

Which one is most stable, and which one is least stable? ii is the most stable of them, while i is the least stable.

## i
ORCA calculation (ωB97M-V with the def2-TZVPD basis set) on one molecule with the formula CH4N2O.

```
8
Properties=species:S:1:pos:R:3:lowdin_charge:R:1
N -0.62328 1.05879 0.00738 0.12
O -0.77411 -1.15926 -0.00616 -0.01
N 1.30143 -0.03156 -0.05842 0.10
C -0.05190 -0.13905 0.00246 -0.72
H -1.66869 1.07300 0.15285 0.14
H 1.79098 -0.95148 0.16822 0.14
H -0.20113 1.94134 -0.17222 0.09
H 1.83611 0.85488 0.24300 0.14
```

The value obtained for the orbital gap is 10.563 eV. As for the net charge: 0. The value obtained for the HOMO energy is -9.85 eV. As for the SMILES: NC(N)=O.

## ii
ORCA calculation (ωB97M-V with the def2-TZVPD basis set) on one molecule with the formula CH4N2O.

```
8
Properties=species:S:1:pos:R:3:lowdin_charge:R:1
N 0.54513 0.60276 0.03274 -0.09
O 1.27527 -0.56984 -0.15454 -0.11
N -1.39905 -0.66323 -0.07734 0.08
H 1.40127 -1.00217 0.82256 0.19
H -1.33380 1.42022 0.09203 0.13
C -0.79987 0.42145 -0.01405 -0.37
H -0.71757 -1.47087 -0.18736 0.07
H 1.02862 1.26167 -0.51404 0.11
```

The value obtained for the orbital gap is 10.311 eV. As for the net charge: 0. The value obtained for the HOMO energy is -9.55 eV. As for the SMILES: [H]/N=C\NO.

## iii
ORCA calculation (ωB97M-V with the def2-TZVPD basis set) on one molecule with the formula CH4N2O.

```
8
Properties=species:S:1:pos:R:3:lowdin_charge:R:1
H -0.29415 -1.34304 0.38226 0.09
O -1.69798 0.08903 -0.06327 -0.04
H -1.64435 0.72729 0.63483 0.07
H 1.72910 -1.01695 -0.13307 0.06
N 1.89042 0.03672 0.05355 0.03
C 0.63665 0.43682 -0.08151 -0.26
H -0.00211 1.51787 0.01509 0.17
N -0.46536 -0.49648 -0.03982 -0.13
```

The value obtained for the orbital gap is 10.070 eV. As for the net charge: 0. The value obtained for the HOMO energy is -9.30 eV. As for the SMILES: [H]/N=C\NO.

## iv
ORCA calculation (ωB97M-V with the def2-TZVPD basis set) on one molecule with the formula CH4N2O.

```
8
Properties=species:S:1:pos:R:3:lowdin_charge:R:1
C -0.62936 -0.60209 -0.26546 -0.22
O 1.67896 -0.30161 -0.05708 -0.13
H -0.33646 -1.70332 -0.19117 0.13
H 0.41455 1.37856 -0.28720 0.17
N -1.84449 -0.08889 0.03836 0.01
N 0.51529 0.31107 -0.35606 -0.18
H 1.98800 0.02285 0.93401 0.18
H -1.78649 0.98344 0.18461 0.05
```

The value obtained for the orbital gap is 9.398 eV. As for the net charge: 0. The value obtained for the HOMO energy is -8.83 eV. As for the SMILES: [H]/N=C\NO.

Which one is most stable, and which one is least stable? i is the most stable of them, while iii is the least stable.